Arrangement 1

The following is a DFT calculation (ωB97M-V with the def2-TZVPD basis set) of a 2-piece molecular cluster, CH3NO3S overall.

Structure (XYZ):
```
9
Properties=species:S:1:pos:R:3
C 2.38352 -0.09693 -0.01279
N -1.81361 1.08392 -0.50008
O -2.46269 -1.20388 0.87780
O 1.25178 -0.50715 -0.06482
O -2.25731 1.73795 0.39618
S -2.07716 -0.82358 -0.45602
H 2.44215 0.77761 0.59786
H 3.30909 -0.35069 -0.53679
H -0.77577 -0.61724 -0.30133
```

Its SMILES is O=[SH]#[N+][O-].C=O. The multiplicity is 1. As for the total charge: 0.



Arrangement 2

The following is a DFT calculation (ωB97M-V with the def2-TZVPD basis set) of an isolated molecule of CH3NO3S.

Structure (XYZ):
```
9
Properties=species:S:1:pos:R:3
C 0.03375 -0.08113 -0.04796
N 1.59428 0.93966 -2.13231
O 2.29188 0.79321 -3.08109
O 2.20057 -1.35466 -0.93743
O 0.21322 -1.31368 -2.40523
S 1.04026 -0.67228 -1.42725
H -0.36843 -0.94100 0.47255
H 0.68064 0.49488 0.59885
H -0.75892 0.52457 -0.46438
```

Its SMILES is CS(=O)(=O)N=O. The multiplicity is 1. As for the total charge: 0.



Energy ordering: arrangement 2 at the bottom, the next structure 1.788 eV above.



Arrangement 1

The following is a DFT calculation (ωB97M-V with the def2-TZVPD basis set) of an isolated molecule of CH3NO3S.

Structure (XYZ):
```
9
Properties=species:S:1:pos:R:3
C -0.61299 -1.09960 -0.18438
N 0.95060 0.61128 -0.92486
O -2.15962 -0.18410 1.72796
O 0.27878 0.15187 2.07147
O 0.97042 -0.66569 -0.63461
S -0.81394 -0.05699 1.17085
H -1.14281 -0.63924 -0.91984
H 0.82237 0.89509 -1.89614
H 1.70720 0.98737 -0.41046
```

Its SMILES is NOC=S(=O)=O. The multiplicity is 1. As for the total charge: 0.



Arrangement 2

The following is a DFT calculation (ωB97M-V with the def2-TZVPD basis set) of CH3NO3S as an isolated structure.

Structure (XYZ):
```
9
Properties=species:S:1:pos:R:3
C 1.25018 -1.11801 -0.05819
N 0.75928 0.16506 0.21210
O 0.58448 -1.95876 -0.69132
O -0.98942 1.62636 0.74345
O -1.22625 0.70847 -1.55596
S -0.73601 0.41192 -0.26489
H 2.26946 -1.15950 0.28090
H -0.22410 1.57387 0.89969
H -1.68761 -0.24942 0.43422
```

The multiplicity is 1. As for the total charge: 0.



Arrangement 3

The following is a DFT calculation (ωB97M-V with the def2-TZVPD basis set) of an isolated molecule of CH3NO3S.

Structure (XYZ):
```
9
Properties=species:S:1:pos:R:3
C -0.12477 0.00439 -0.19470
N -3.08171 -0.26708 -0.17510
O -2.76189 -1.29983 -0.69874
O -4.11927 0.19132 0.09944
O 0.65236 -0.49088 0.85260
S -1.80000 0.83260 0.37117
H -0.35690 -0.76583 -0.90175
H 0.27688 0.93461 -0.60614
H 1.39722 -0.05848 1.31777
```

Its SMILES is O=[N+]([O-])SCO. The multiplicity is 1. As for the total charge: 0.



Energy ordering: arrangement 3 at the bottom, the next structure 0.147 eV above.



Arrangement 1

The following is a DFT calculation (ωB97M-V with the def2-TZVPD basis set) of a 7-piece molecular cluster, H13O6S overall.

Structure (XYZ):
```
20
Properties=species:S:1:pos:R:3
S 0.62150 -0.70976 -0.06753
H 1.40198 -0.73580 -1.17064
H 0.17087 1.99579 -2.72064
H -0.06239 1.19052 -1.59456
O -0.49060 1.96095 -1.99575
H -0.73714 -0.47315 1.86831
H -1.23188 -0.94402 3.16856
O -1.16251 -0.13786 2.61317
H 3.25635 -1.54837 -1.83707
H 4.36132 -1.37566 -2.87842
O 4.27481 -1.56885 -1.91095
H -0.63583 -3.48553 2.11022
H -0.93135 -2.28538 1.19111
O -1.31819 -2.78550 1.88884
H 0.64617 3.30648 1.65255
H -0.38464 3.43937 0.57011
O -0.09279 3.89853 1.46095
H -2.55475 0.01175 -0.04781
H -2.14587 0.19152 -1.40866
O -2.98505 0.05498 -0.89179
```

The multiplicity is 1. As for the total charge: -1.



Arrangement 2

The following is a DFT calculation (ωB97M-V with the def2-TZVPD basis set) of a 7-piece molecular cluster, H13O6S overall.

Structure (XYZ):
```
20
Properties=species:S:1:pos:R:3
S 0.53048 -0.87563 -0.78716
H -0.31873 0.08715 -0.32855
H 0.20076 1.66348 -2.63518
H -0.18540 2.70602 -1.52144
O -0.42614 2.33548 -2.38802
H 0.00727 -0.03989 2.07647
H -0.56262 -1.11080 2.93223
O -0.48698 -0.15244 2.88723
H 4.55578 -1.27623 -0.59195
H 3.16449 -1.75286 -0.97744
O 4.07034 -1.67907 -1.31107
H -0.44501 -2.49242 0.55668
H -0.38483 -3.87396 1.09171
O -0.67457 -2.99457 1.38175
H -1.13805 2.49580 1.28493
H 0.25382 2.50429 1.66479
O -0.38558 3.10110 1.28814
H -2.81685 -0.26208 -1.78307
H -2.06959 0.93903 -1.20883
O -2.88860 0.67760 -1.63120
```

The multiplicity is 1. As for the total charge: -1.



Energy ordering: arrangement 2 at the bottom, the next structure 0.651 eV above.



Arrangement 1

The following is a DFT calculation (ωB97M-V with the def2-TZVPD basis set) of an isolated molecule of C5H11N3O.

Structure (XYZ):
```
20
Properties=species:S:1:pos:R:3
C 2.59968 -0.88143 0.15928
C 0.82495 0.59862 -0.05803
C -0.16512 -0.44900 0.39966
C -0.27399 -1.87576 -0.04362
C -1.27638 -0.86000 -0.47987
H 2.85873 -1.37807 -0.74624
H 1.92225 -1.49521 0.80717
H 3.49969 -0.65485 0.71509
H 0.74480 2.62095 -0.41641
H -1.56099 2.57318 -0.43585
H -0.99282 2.57731 1.11943
H -0.47850 -0.26447 1.43721
H 0.36073 -2.34851 -0.80581
H -0.66182 -2.58895 0.63005
H -1.26791 -0.57564 -1.53670
H -2.78648 -0.01020 0.21053
N 2.08260 0.43099 -0.17014
N 0.19146 1.79695 -0.30364
N -1.06970 2.05116 0.24059
O -2.54038 -0.95047 0.09867
```

Its SMILES is C/N=C(/NN)[C@@H]1C[C@H]1O. The multiplicity is 1. As for the total charge: 0.



Arrangement 2

The following is a DFT calculation (ωB97M-V with the def2-TZVPD basis set) of an isolated molecule of C5H11N3O.

Structure (XYZ):
```
20
Properties=species:S:1:pos:R:3
C -2.42932 -1.64973 -1.41344
C -1.38806 -1.16023 -0.32034
C 0.60636 0.20813 -0.31154
C 0.68626 0.60477 1.14108
C 1.78706 1.02653 1.73622
H -1.85366 -0.34895 -2.87355
H -3.13701 0.42440 -1.92265
H -3.47292 -1.79878 -0.92038
H -2.28770 -2.66432 -1.84997
H -2.04242 -0.48026 0.27924
H -0.87488 -2.07056 0.19398
H 1.35949 0.50812 -0.98108
H -0.29565 0.37832 1.65993
H 1.86669 1.26438 2.84753
H 3.23917 1.52690 0.13903
H 4.16300 2.37427 2.49738
N -2.79310 -0.46893 -2.27893
N -0.20554 -0.50058 -1.04563
N 2.96428 1.46624 1.27181
O 4.10794 1.36027 2.15132
```

Its SMILES is NCC/N=C\C=C/NO. The multiplicity is 1. As for the total charge: 0.



Energy ordering: arrangement 1 at the bottom, the next structure 2.950 eV above.



Arrangement 1

The following is a DFT calculation (ωB97M-V with the def2-TZVPD basis set) of an isolated molecule of C5H11N3O.

Structure (XYZ):
```
20
Properties=species:S:1:pos:R:3
C -2.40567 1.17521 0.73316
C 1.19846 0.20124 0.25589
C 1.37212 -1.19154 -0.20463
C -1.33587 0.30980 0.06994
N 0.42779 -1.77033 -0.83031
N 2.57330 -1.74622 0.12422
N -1.58859 0.25134 -1.36580
C 0.03517 0.84164 0.39463
O 2.39867 0.80570 0.56341
H 2.22984 1.70496 0.86788
H 0.63910 -2.72813 -1.09914
H -1.41385 -0.72108 0.43068
H 2.83490 -2.63316 -0.27165
H 3.30079 -1.15056 0.47966
H -1.29760 1.11938 -1.80625
H -1.02298 -0.50307 -1.74485
H 0.06774 1.87292 0.73374
H -2.27483 1.18721 1.81234
H -2.34962 2.19541 0.35931
H -3.38880 0.77930 0.49775
```

Its SMILES is [H]/N=C(N)/C(O)=C\[C@@H](C)N. The multiplicity is 1. As for the total charge: 0.



Arrangement 2

The following is a DFT calculation (ωB97M-V with the def2-TZVPD basis set) of C5H11N3O as an isolated structure.

Structure (XYZ):
```
20
Properties=species:S:1:pos:R:3
C 0.90993 0.26971 -0.35369
C 0.11558 -0.73677 0.53641
C -1.34293 -0.57358 0.13253
C 2.33523 0.33169 -0.14095
C 0.19930 -0.53879 2.05469
N 0.24053 1.06337 -1.01045
N -1.05309 1.01377 -0.88956
N -1.90185 1.29201 -2.02292
O -1.94462 -1.50499 -0.58266
H 0.17225 -1.78697 0.30428
H -2.06275 -0.12230 0.73762
H 2.74371 1.31234 -0.39974
H 3.02598 -0.33772 -0.68392
H 2.45794 0.16751 0.96616
H 1.22151 -0.78827 2.40169
H -0.54557 -1.13663 2.56393
H -0.08921 0.55308 2.31288
H -2.03958 2.32694 -2.00117
H -1.24686 1.04876 -2.81624
H -1.19550 -1.85315 -1.10888
```

The multiplicity is 1. As for the total charge: 0.



Arrangement 3

The following is a DFT calculation (ωB97M-V with the def2-TZVPD basis set) of an isolated molecule of C5H11N3O.

Structure (XYZ):
```
20
Properties=species:S:1:pos:R:3
C 0.37256 -0.54624 -1.14850
C -0.67821 -1.26528 -0.35476
C 1.47842 -1.26867 -1.83890
C 0.28232 1.54366 0.38493
N -0.98461 2.02745 0.19995
N -0.94551 0.18551 2.28837
C 0.23937 0.20606 1.46238
N 0.39379 -0.82336 0.52447
O 1.32502 2.08918 0.08729
H 0.03458 0.31381 -1.71314
H -1.15453 2.50723 -0.67345
H -1.74875 1.52345 0.63562
H -1.72603 -0.32923 1.90720
H -0.95404 0.94852 2.95457
H -0.73983 -2.34976 -0.43833
H -1.64407 -0.77212 -0.28248
H 1.14202 0.34632 2.05897
H 2.42635 -0.75757 -1.62933
H 1.55852 -2.30526 -1.50132
H 1.32262 -1.27372 -2.92354
```

Its SMILES is C[C@H]1CN1[C@H](N)C(N)=O. The multiplicity is 1. As for the total charge: 0.



Energy ordering: arrangement 1 at the bottom, the next structure 2.069 eV above.



Arrangement 1

The following is a DFT calculation (ωB97M-V with the def2-TZVPD basis set) of an isolated molecule of H3ISi.

Structure (XYZ):
```
5
Properties=species:S:1:pos:R:3
Si -0.16435 0.29863 -0.24716
I 0.64792 -1.97517 1.22338
H 0.21930 -0.17434 -1.43498
H -1.48400 0.89883 -0.16806
H 0.78112 0.95204 0.62682
```

Its SMILES is [SiH3]I. The multiplicity is 1. As for the total charge: 0.



Arrangement 2

The following is a DFT calculation (ωB97M-V with the def2-TZVPD basis set) of a 2-piece molecular cluster, H3ISi overall.

Structure (XYZ):
```
5
Properties=species:S:1:pos:R:3
Si -0.13125 0.18902 -0.00068
I 2.30056 -0.04328 -0.02471
H -0.49793 1.04036 1.10732
H -0.55843 0.55302 -1.33323
H -1.11295 -1.73912 0.25131
```

The multiplicity is 1. As for the total charge: 0.



Energy ordering: arrangement 1 at the bottom, the next structure 0.798 eV above.